*one*
A structure of composition H3S3, computed with ωB97M-V with the def2-TZVPD basis set.

CARTESIAN COORDINATES (ANGSTROEM)
S (-0.913, -0.604, -1.399)
S (0.482, 0.897, -1.787)
H (-0.512, -0.738, 0.250)
H (1.333, 0.753, -0.752)
S (0.276, -0.494, 1.550)
H (-0.667, 0.186, 2.138)

Results
HOMO-LUMO gap, Ha: 0.2477
E_HOMO, eV: -3.09
Multiplicity: 1
Charge: -1

---

*two*
A cluster of 2 separate species, H3S3 in total, computed with ωB97M-V with the def2-TZVPD basis set.

CARTESIAN COORDINATES (ANGSTROEM)
S (1.636, -0.727, 0.540)
H (2.524, 0.283, 0.609)
S (-2.042, 0.840, 0.570)
S (0.710, -0.269, -1.256)
H (-1.961, -0.154, 1.457)
H (-0.877, 0.401, -0.120)

Results
HOMO-LUMO gap, Ha: 0.2340
E_HOMO, eV: -2.73
Multiplicity: 1
Charge: -1

---

Pick *two*: it beats the second-best structure by 20.5 kJ/mol.

---

*one*
A cluster of 14 separate species, C8H38O13 in total, computed with ωB97M-V with the def2-TZVPD basis set.

CARTESIAN COORDINATES (ANGSTROEM)
C (1.760, -1.183, -0.764)
C (1.330, -0.050, 0.097)
C (2.205, 0.891, 0.435)
C (-0.339, -0.298, 1.932)
C (0.032, 0.054, 0.695)
C (-0.984, 0.707, -0.125)
C (-2.004, 0.034, -0.566)
C (-3.111, 0.719, -1.346)
H (2.308, -1.888, 0.053)
H (2.612, -1.005, -1.580)
H (0.912, -1.662, -1.271)
H (3.048, 1.055, -0.130)
H (1.957, 1.519, 1.406)
H (-1.379, -0.259, 2.255)
H (0.251, -0.734, 2.697)
H (-0.785, 1.840, -0.422)
H (-2.288, -1.053, -0.283)
H (-4.167, 0.323, -1.054)
H (-2.997, 0.449, -2.363)
H (-3.182, 1.818, -1.145)
H (2.057, -0.167, 3.569)
H (3.476, -0.172, 3.213)
O (2.746, -0.781, 3.528)
H (-0.870, 1.241, -3.810)
H (-0.552, 0.784, -2.441)
O (-0.527, 1.602, -2.961)
H (1.107, 4.427, -1.850)
H (0.086, 3.513, -2.426)
O (0.137, 4.241, -1.783)
H (1.706, 2.137, 3.954)
H (0.769, 1.790, 2.698)
O (1.324, 1.421, 3.402)
H (0.258, 3.484, 0.652)
H (-0.797, 2.801, 1.432)
O (0.109, 3.056, 1.474)
H (-3.213, -1.076, 1.856)
H (-3.207, -2.610, 2.056)
O (-3.842, -1.897, 2.017)
H (-1.609, -3.647, 1.482)
H (-1.160, -2.289, 1.871)
O (-1.546, -3.051, 2.217)
H (2.019, 2.250, -2.924)
H (1.207, 1.231, -2.368)
O (2.141, 1.364, -2.565)
H (-0.679, -1.828, -1.774)
H (-0.439, -1.691, -3.226)
O (-0.915, -1.304, -2.503)
H (-3.202, 1.809, 0.941)
H (-2.653, 3.309, 0.519)
O (-2.513, 2.506, 1.145)
H (2.396, -1.963, -3.677)
H (2.025, -0.449, -3.514)
O (1.857, -1.266, -4.118)
H (1.995, -2.197, 1.859)
H (2.419, -3.702, 2.122)
O (1.946, -3.165, 1.513)
H (0.719, -3.106, 0.210)
H (0.111, -4.412, -0.104)
O (-0.064, -3.472, -0.208)

Results
HOMO-LUMO gap, Ha: 0.3356
E_HOMO, eV: -9.01
Multiplicity: 1
Charge: 0

---

*two*
A cluster of 14 separate species, C8H38O13 in total, computed with ωB97M-V with the def2-TZVPD basis set.

CARTESIAN COORDINATES (ANGSTROEM)
C (-2.923, -0.759, -0.995)
C (-1.449, -0.748, -1.278)
C (-0.882, 0.102, -2.131)
C (0.001, -1.402, 0.618)
C (-0.624, -1.731, -0.516)
C (-0.648, -3.100, -1.105)
C (0.416, -3.699, -1.628)
C (0.777, -2.342, 1.491)
H (-3.336, -1.771, -1.035)
H (-3.126, -0.340, -0.012)
H (-3.485, -0.171, -1.724)
H (0.181, 0.103, -2.337)
H (-1.437, 0.819, -2.730)
H (-0.055, -0.378, 0.976)
H (-1.616, -3.589, -1.114)
H (1.397, -3.235, -1.668)
H (0.386, -4.692, -2.059)
H (0.912, -3.318, 1.035)
H (1.743, -1.906, 1.756)
H (0.262, -2.472, 2.447)
H (-3.058, -2.006, 3.021)
H (-2.095, -2.074, 1.808)
O (-2.135, -1.898, 2.760)
H (0.770, 1.171, 3.301)
H (1.481, 2.569, 3.144)
O (1.657, 1.596, 3.222)
H (-0.949, 3.142, 1.078)
H (0.214, 3.379, 0.081)
O (-0.523, 3.844, 0.556)
H (-1.700, -1.791, -3.627)
H (-0.873, -3.030, -3.791)
O (-1.723, -2.662, -4.048)
H (-1.227, -0.332, 3.206)
H (-1.414, 1.143, 2.660)
O (-0.884, 0.584, 3.264)
H (3.743, 1.325, 1.247)
H (2.352, 1.209, 1.939)
O (2.853, 1.000, 1.065)
H (-2.821, 2.341, 0.715)
H (-3.107, 2.669, 2.223)
O (-2.547, 2.142, 1.645)
H (3.283, -2.325, -1.730)
H (4.098, -3.602, -1.615)
O (3.488, -3.162, -2.200)
H (1.631, 2.244, -1.564)
H (1.973, 2.103, -0.037)
O (1.529, 2.681, -0.697)
H (0.514, 4.275, 1.961)
H (1.811, 4.879, 2.571)
O (1.079, 4.290, 2.772)
H (2.158, 0.704, -3.682)
H (2.404, 0.211, -2.203)
O (2.161, 0.987, -2.766)
H (2.675, -0.338, -0.036)
H (1.636, -1.301, -0.638)
O (2.519, -0.950, -0.802)
H (-2.533, 2.672, -1.502)
H (-2.057, 3.696, -0.482)
O (-2.878, 3.242, -0.808)

Results
HOMO-LUMO gap, Ha: 0.3637
E_HOMO, eV: -9.74
Multiplicity: 1
Charge: 0

---

Pick *two*: it beats the second-best structure by 495.1 kJ/mol.

---

*one*
A cluster of 2 separate species, C2H3N2O2 in total, computed with ωB97M-V with the def2-TZVPD basis set.

CARTESIAN COORDINATES (ANGSTROEM)
C (-0.867, 0.253, -0.126)
C (2.639, 0.185, -0.001)
N (-2.110, 0.361, -0.054)
N (-0.077, -0.736, 0.249)
O (3.723, 0.383, -0.236)
O (-3.291, 0.292, -0.262)
H (-0.520, 1.301, -0.498)
H (0.882, -0.418, 0.271)
H (-0.380, -1.621, 0.657)

Results
HOMO-LUMO gap, Ha: 0.2981
E_HOMO, eV: -15.52
Multiplicity: 1
Charge: +1

---

*two*
The ion C2H3N2O2 with charge +1, computed with ωB97M-V with the def2-TZVPD basis set.

CARTESIAN COORDINATES (ANGSTROEM)
O (0.519, 1.624, -0.020)
C (-0.626, 1.227, 0.046)
C (-0.869, -0.195, 0.078)
N (0.248, -0.919, 0.034)
N (1.423, -0.449, -0.274)
O (2.499, -0.594, 0.149)
H (-1.491, 1.903, 0.012)
H (-1.840, -0.650, -0.036)
H (0.137, -1.947, 0.010)

Results
HOMO-LUMO gap (alpha / beta), Ha: 0.2782 / 0.2868
Structure (SMILES): O=C/C=[NH+]\N=O
E_HOMO (alpha / beta), eV: -15.21 / -15.49
Multiplicity: 1
Charge: +1

---

Pick *one*: it beats the second-best structure by 134.9 kJ/mol.

---

*one*
A cluster of 2 separate species, C8H16N2O in total, computed with ωB97M-V with the def2-TZVPD basis set.

CARTESIAN COORDINATES (ANGSTROEM)
C (-0.794, 2.844, 0.013)
C (-2.791, -1.692, 0.502)
C (-2.849, -0.909, -0.748)
C (-1.537, -1.072, -0.062)
C (2.087, -1.057, 0.850)
C (1.194, -0.180, -1.371)
C (2.491, 1.395, 0.320)
C (1.507, 0.202, 0.147)
N (-0.949, 0.048, 0.597)
N (0.260, 0.570, 0.742)
O (-1.996, 2.659, 0.134)
H (-0.365, 3.867, -0.117)
H (-3.139, -1.295, 1.398)
H (-2.798, -2.794, 0.502)
H (-2.894, -1.396, -1.725)
H (-3.446, -0.070, -0.657)
H (-0.776, -1.646, -0.591)
H (1.295, -1.690, 1.194)
H (2.807, -1.646, 0.411)
H (2.519, -0.700, 1.726)
H (0.217, -0.003, -1.656)
H (1.279, -1.204, -1.436)
H (2.005, 0.162, -1.973)
H (2.268, 2.160, -0.474)
H (2.539, 1.538, 1.353)
H (3.468, 1.123, 0.087)
H (-1.605, 0.785, 0.833)

Results
HOMO-LUMO gap (alpha / beta), Ha: 0.3098 / 0.2575
E_HOMO (alpha / beta), eV: -7.51 / -6.50
Multiplicity: 1
Charge: 0

---

*two*
The molecule C8H16N2O, computed with ωB97M-V with the def2-TZVPD basis set.

CARTESIAN COORDINATES (ANGSTROEM)
C (0.609, -1.727, -0.146)
C (-0.671, -0.921, 0.057)
C (0.809, 1.009, 0.211)
C (-1.726, -1.494, -0.900)
C (-1.213, -1.114, 1.484)
C (1.186, 0.985, 1.664)
C (1.580, 1.977, -0.621)
C (-0.995, 1.116, -1.370)
N (-0.392, 0.507, -0.201)
N (1.706, -1.125, -0.306)
O (2.892, -1.444, -0.485)
H (0.484, -2.805, -0.162)
H (-2.699, -1.030, -0.756)
H (-1.837, -2.555, -0.691)
H (-1.423, -1.393, -1.938)
H (-1.518, -2.149, 1.621)
H (-2.082, -0.476, 1.636)
H (-0.472, -0.884, 2.240)
H (0.347, 1.323, 2.275)
H (2.022, 1.661, 1.827)
H (1.488, 0.001, 2.013)
H (1.339, 3.012, -0.365)
H (1.427, 1.832, -1.685)
H (2.639, 1.823, -0.412)
H (-0.832, 2.190, -1.328)
H (-0.598, 0.736, -2.317)
H (-2.071, 0.946, -1.346)

Results
HOMO-LUMO gap (alpha / beta), Ha: 0.2678 / 0.2678
E_HOMO (alpha / beta), eV: -6.78 / -6.77
Multiplicity: 1
Charge: 0

---

Pick *two*: it beats the second-best structure by 298.8 kJ/mol.

---

*one*
The molecule CH2NO2P, computed with ωB97M-V with the def2-TZVPD basis set.

CARTESIAN COORDINATES (ANGSTROEM)
C (-0.100, 0.210, -0.082)
N (-2.254, 0.999, 0.221)
O (-4.461, -0.347, 0.406)
O (-0.974, 1.173, -0.175)
P (-3.192, -0.256, -0.328)
H (-0.488, -0.610, 0.559)
H (0.893, 0.427, -0.455)

Results
HOMO-LUMO gap, Ha: 0.2756
E_HOMO, eV: -9.19
Multiplicity: 1
Charge: 0

---

*two*
The molecule CH2NO2P, computed with ωB97M-V with the def2-TZVPD basis set.

CARTESIAN COORDINATES (ANGSTROEM)
C (0.544, 0.024, -0.733)
N (0.269, 1.024, 0.283)
O (-1.688, -0.248, 2.079)
O (-0.101, -1.106, -0.086)
P (-0.778, 0.006, 0.964)
H (0.031, 0.329, -1.656)
H (1.722, -0.028, -0.850)

Results
HOMO-LUMO gap, Ha: 0.3622
E_HOMO, eV: -10.45
Multiplicity: 1
Charge: 0

---

Pick *two*: it beats the second-best structure by 275.8 kJ/mol.